Record 1
Here is a cluster of 2 separate species, C4H11NS3 in total from the OMol25 dataset. Energies are from ωB97M-V/def2-TZVPD.

The geometry in XYZ format:
```
19
Properties=species:S:1:pos:R:3:forces:R:3
C 2.495409 -0.211673 0.259152 1.00 -1.02 -0.70
C 2.813569 1.242484 -0.118078 0.66 -1.23 1.01
C -1.634920 -1.773646 -0.374804 0.38 -3.21 0.32
C -3.046628 0.587172 0.049219 -1.73 0.17 2.07
H 1.132990 -1.281995 1.337775 0.11 -0.54 0.02
H 0.745697 0.413190 1.125394 1.10 -1.23 -0.11
H 3.432286 1.593381 0.709888 0.10 0.10 0.05
H 3.470859 1.226950 -0.976908 -0.23 0.20 -0.35
H 0.871513 1.775489 -1.255115 0.01 0.34 0.47
H -2.442237 -2.311458 0.263795 1.82 0.66 -0.71
H -1.974043 -1.851654 -1.379977 -0.49 -0.06 -0.96
H -0.571912 -2.296936 -0.453175 -2.26 0.91 0.78
H -3.699775 0.324265 -0.786553 0.06 -0.71 0.27
H -3.644722 0.595411 1.110805 1.51 -0.54 -2.60
H -2.902336 1.620839 -0.160186 0.40 1.06 0.10
N 1.412506 -0.391088 0.990767 -0.93 1.86 0.33
S 3.518852 -1.475912 -0.227669 -0.83 1.14 0.44
S 1.420311 2.330758 -0.138593 -0.58 0.37 -0.98
S -1.397419 -0.115577 0.024259 -0.12 1.73 0.58
```
Forces are in eV/Å.

Its structure (SMILES) is NC(=S)CS.CSC. For the maximum force, the calculation gives 0.0633 Eh/bohr. The energy relative to the best compared isomer or geometry (same formula, charge and spin) comes out at 0.0 kcal/mol. The HOMO-LUMO gap comes out at 8.70 eV. Its LUMO energy is 0.55 eV.

Taken from the Mulliken analysis, the atomic charges in e are: 0.301, -0.619, -0.892, -0.954, 0.217, 0.164, 0.295, 0.387, 0.157, 0.286, 0.308, 0.260, 0.333, 0.246, 0.312, -0.342, -0.332, -0.265, 0.138

Record 2
Here is a cluster of 9 separate species, C48H121N7O6S2 in total from the OMol25 dataset. Energies are from ωB97M-V/def2-TZVPD.

The geometry in XYZ format:
```
184
Properties=species:S:1:pos:R:3:forces:R:3
C 12.162660 20.092757 -11.080372 0.03 -0.78 -1.20
C 12.928770 21.285756 -10.654156 0.60 0.33 0.07
N 13.176996 21.289446 -9.244415 0.05 -0.05 0.66
C 12.000285 21.012914 -8.407523 -0.44 0.44 0.95
C 10.951076 22.133354 -8.273497 0.24 0.87 -0.35
C 13.891515 22.544077 -8.951679 -0.77 -0.91 0.39
C 14.282756 22.676377 -7.492148 -0.08 0.13 -0.72
H 12.541831 19.191802 -10.598079 -0.45 0.06 0.52
H 12.367347 19.859645 -12.125297 -0.26 0.34 -0.29
H 11.094994 20.284755 -10.973911 0.00 -0.57 0.18
H 13.920394 21.341451 -11.103236 0.01 -0.15 -0.38
H 12.417963 22.203673 -10.945031 -0.33 0.35 -0.35
H 11.449734 20.107591 -8.663223 0.53 -0.11 -0.57
H 12.380622 20.781475 -7.412597 -0.01 0.14 0.16
H 10.141412 22.003766 -7.555343 0.39 -0.59 0.08
H 11.451970 23.056723 -7.982634 0.06 0.20 0.25
H 10.449073 22.418367 -9.198085 0.09 -0.32 -0.42
H 13.243794 23.353857 -9.287546 0.07 0.66 0.06
H 14.786030 22.554798 -9.574455 0.03 -0.02 -0.04
H 13.405580 22.822851 -6.861913 0.07 -0.11 0.12
H 14.920341 23.557751 -7.423121 0.16 -0.16 0.32
H 14.809606 21.761514 -7.220902 0.09 0.17 0.34
C 14.507186 23.768213 0.429172 -0.32 0.02 0.92
C 13.920776 22.376703 0.787473 -0.18 0.45 -1.64
N 13.792054 21.559491 -0.456642 0.72 2.00 -0.10
C 12.799019 20.510302 -0.449234 -0.65 0.80 0.19
C 11.300823 21.011514 -0.322950 1.25 -1.29 -0.60
C 15.099000 21.146639 -0.997339 -0.57 -1.46 0.31
C 15.795883 20.101485 -0.112988 0.88 0.53 -0.82
H 15.535822 23.639357 0.092403 -0.11 0.45 -0.15
H 14.466942 24.459211 1.271187 0.65 -0.46 0.79
H 13.911453 24.421889 -0.207942 -0.09 -0.87 -1.00
H 14.571260 21.870311 1.500587 0.06 0.04 0.32
H 12.941744 22.520999 1.244390 -0.02 -0.22 -0.08
H 12.951883 19.940409 -1.365733 -0.25 -0.04 -0.07
H 13.013367 19.844608 0.386822 -0.34 -0.49 0.24
H 10.698230 20.135803 -0.564007 -0.17 -0.27 0.64
H 11.118085 21.355556 0.695059 -0.30 0.14 -0.27
H 10.938582 21.668189 -1.113931 0.58 0.64 0.28
H 15.864510 21.899505 -1.185169 -0.62 0.73 0.20
H 14.929011 20.698945 -1.976512 -0.26 -0.01 -0.14
H 16.654251 19.741055 -0.679906 0.07 -0.30 -0.13
H 15.179674 19.237764 0.136774 0.06 0.28 0.39
H 16.274135 20.651545 0.697444 -0.41 -0.53 0.64
C 13.393717 31.183411 -2.246418 0.37 -0.33 0.31
C 14.916292 31.359844 -1.924411 -0.96 1.86 0.38
N 15.260425 32.819077 -1.659829 -0.05 -0.81 -2.10
C 14.368068 33.415128 -0.697232 1.01 -0.39 0.89
C 14.458300 32.696660 0.647465 -1.38 -0.06 1.18
C 16.684457 33.047423 -1.433646 0.18 -0.75 -0.11
C 17.609820 32.749386 -2.628577 0.16 -0.41 0.68
H 13.033474 31.764481 -3.095344 0.46 -0.05 -0.26
H 12.673096 31.431499 -1.467151 0.49 0.22 0.51
H 13.186403 30.125215 -2.405608 0.17 0.00 -0.29
H 15.174483 30.790806 -1.031308 0.00 -0.37 0.10
H 15.509021 30.963910 -2.749041 0.03 0.28 -0.05
H 14.648435 34.447092 -0.486177 0.21 0.15 -0.41
H 13.355518 33.461440 -1.098091 0.01 -0.23 0.17
H 14.172827 31.644852 0.664728 0.02 -0.11 -0.49
H 15.386280 32.746850 1.217055 0.30 0.32 -0.52
H 13.711018 33.141190 1.304785 -0.07 0.20 0.23
H 17.006790 32.398251 -0.619535 0.35 -0.02 0.50
H 16.897477 34.075449 -1.140593 -0.55 0.10 0.11
H 17.950301 31.715148 -2.678810 -1.00 -0.51 -0.40
H 18.608148 33.130327 -2.413387 -0.16 1.05 -0.20
H 17.161761 33.117459 -3.551549 0.39 -0.08 -0.07
C 8.548242 25.892758 1.039343 0.80 0.91 -0.02
C 9.837834 25.512638 0.281599 -1.08 -0.44 0.46
N 9.960683 26.227980 -1.010840 0.74 -0.71 0.98
C 9.163285 25.574445 -2.027648 -0.25 0.24 -1.04
C 8.851364 26.513242 -3.203454 -0.19 0.00 1.66
C 11.376705 26.391266 -1.358448 -0.26 -0.51 -1.43
C 11.907717 27.575348 -0.697795 -0.56 1.88 1.44
H 8.650957 25.806986 2.121097 -0.03 -0.86 0.01
H 7.655327 25.392731 0.664116 0.01 0.24 0.13
H 8.502884 26.979834 0.973844 -0.60 0.12 -0.52
H 10.650283 25.644448 0.996193 0.40 0.60 -0.53
H 9.818693 24.433434 0.129745 0.11 -0.36 -0.31
H 8.190672 25.303363 -1.616990 0.16 -0.25 0.25
H 9.613885 24.689994 -2.477980 0.22 -0.51 0.59
H 8.258102 27.275439 -2.698273 -0.04 0.49 -0.63
H 8.226698 25.977311 -3.918067 0.32 0.32 -0.34
H 9.784050 26.944330 -3.567270 -0.28 -0.02 -0.55
H 12.022865 25.535809 -1.161537 -0.21 -0.61 -0.03
H 11.482421 26.655219 -2.410708 -0.26 -0.70 -0.39
H 12.915871 27.894494 -0.962142 0.06 -0.31 0.14
H 11.199040 28.360072 -0.962538 0.25 0.48 -0.13
H 11.738591 27.484126 0.375131 0.67 0.10 0.27
C 22.018568 23.508596 -1.300825 -0.79 -0.18 0.81
C 20.646637 22.777377 -1.337950 1.52 -1.29 -1.95
N 19.970939 22.727006 -2.670105 -0.25 -0.24 1.19
C 18.832273 21.756821 -2.508122 0.55 1.05 0.28
C 18.226152 21.302204 -3.793250 0.18 -0.06 -0.78
C 19.532598 24.096782 -2.986106 0.13 0.40 -0.36
C 20.392753 24.806906 -4.025369 0.13 -0.03 -0.53
H 22.783763 23.212881 -2.018550 -0.55 -0.20 -0.41
H 22.413951 23.172312 -0.342344 0.25 0.45 0.24
H 21.936648 24.595502 -1.298155 0.00 0.00 0.03
H 20.910150 21.730168 -1.189605 -0.03 -0.11 0.41
H 19.986593 23.053192 -0.515545 -0.16 0.48 0.05
H 19.141866 20.822960 -2.038914 0.59 0.31 0.39
H 18.146578 22.237167 -1.810127 -0.66 -0.07 0.05
H 18.012677 22.108792 -4.494641 -0.24 0.05 0.06
H 18.972959 20.664147 -4.265762 -0.05 -0.02 -0.26
H 17.344590 20.682854 -3.627832 -0.14 0.17 0.01
H 19.605635 24.708278 -2.086743 -0.36 0.07 0.31
H 18.501066 24.152057 -3.333924 -0.17 -0.32 0.09
H 21.414551 24.973793 -3.684545 0.05 -0.31 -0.05
H 20.019083 25.793976 -4.297697 -0.33 0.14 0.35
H 20.390563 24.267971 -4.972805 0.27 -0.28 0.08
C 11.943007 31.477418 -11.920551 1.39 -0.17 0.63
C 13.116328 30.622691 -11.322365 -0.53 0.81 0.25
N 12.709778 29.427906 -10.579001 -0.15 -0.48 -3.01
C 12.159412 28.488107 -11.661153 -1.28 2.47 0.96
C 11.376186 27.450826 -11.006377 -0.27 -2.62 0.36
C 13.844973 28.736037 -10.040433 0.61 -1.19 2.20
C 14.514426 29.434515 -8.832169 -0.28 0.92 -1.15
H 11.435578 32.013039 -11.118229 -0.09 -0.11 -0.07
H 11.211809 30.958492 -12.540363 0.25 -0.03 0.07
H 12.476938 32.220655 -12.512684 -0.37 0.17 -0.25
H 13.855982 30.374449 -12.083535 -0.04 -0.26 -0.55
H 13.684110 31.278854 -10.662672 -0.20 0.16 0.22
H 11.376944 29.011784 -12.210342 0.50 0.68 -0.13
H 12.838651 28.110301 -12.425342 0.67 0.08 0.32
H 10.664475 27.057090 -11.732008 -0.16 -0.26 0.16
H 12.047596 26.632147 -10.747382 -0.30 -0.39 0.33
H 10.837175 27.758869 -10.110452 0.07 0.26 -0.14
H 14.585607 28.400746 -10.766476 0.38 0.55 -0.53
H 13.486040 27.777913 -9.664577 -0.21 -0.02 0.07
H 13.792566 29.699297 -8.059571 -0.12 -0.34 0.10
H 14.859204 30.396750 -9.210753 0.38 0.14 0.24
H 15.377849 28.924574 -8.404889 -0.20 -0.24 -0.14
C 13.426308 26.392913 -7.409204 -0.04 -0.67 3.22
C 12.857100 25.940912 -5.965195 -0.63 -0.32 -0.75
N 13.696749 26.022929 -4.762622 0.07 0.96 -1.32
C 14.829478 25.100488 -4.847333 0.02 -0.10 1.01
C 15.279553 24.757255 -3.408768 -0.65 -0.84 -0.22
C 14.131089 27.422770 -4.547098 -0.52 0.06 0.18
C 13.014319 28.515006 -4.590351 0.71 -0.39 0.34
H 12.700527 26.131373 -8.179222 0.15 0.41 0.01
H 14.335467 25.797011 -7.489354 0.06 0.08 -0.58
H 13.715930 27.434762 -7.272161 -0.25 0.04 -0.81
H 11.923499 26.424326 -5.677445 -0.07 0.49 -0.48
H 12.526397 24.908085 -6.074819 0.26 -0.24 -0.01
H 14.469176 24.218699 -5.377159 0.03 -0.19 0.37
H 15.645356 25.461487 -5.473535 0.32 0.39 -0.01
H 15.580019 25.611701 -2.802338 0.13 -0.02 -0.20
H 14.426024 24.285917 -2.921501 -0.36 0.36 0.18
H 15.992829 23.939055 -3.309301 0.62 0.32 -0.45
H 14.881241 27.746104 -5.268785 0.15 -0.14 -0.60
H 14.703602 27.442469 -3.619762 -0.39 0.18 0.34
H 12.276837 28.497423 -3.787911 0.01 -0.47 0.15
H 12.461094 28.541558 -5.529136 0.22 -0.14 -0.09
H 13.514450 29.476308 -4.472560 0.09 -0.05 -0.16
O 9.310750 21.918365 -3.122063 0.56 0.45 0.36
S 10.251204 22.030239 -4.198186 -0.80 -1.63 -1.78
O 10.954463 20.854771 -4.650464 -0.27 1.14 0.39
O 9.373694 22.512692 -5.477363 2.37 -1.87 0.56
C 8.313562 23.392413 -5.329254 -0.89 0.98 -0.41
C 8.466754 24.336753 -6.537844 -0.77 0.22 0.43
C 11.325310 23.410565 -4.018104 -0.25 0.06 0.87
H 8.320916 23.857069 -4.343274 0.19 0.38 -0.08
H 7.410266 22.782367 -5.327832 -0.28 0.27 -0.32
H 7.821069 25.213787 -6.493149 -0.17 -0.05 0.18
H 8.209296 23.810395 -7.456955 0.17 -0.08 0.03
H 9.485513 24.716124 -6.617287 0.09 -0.18 0.11
H 10.644958 24.237414 -4.221929 0.51 0.36 -0.06
H 12.233362 23.397999 -4.620918 -0.44 -0.23 -0.20
H 11.599581 23.425848 -2.963288 0.10 0.11 0.04
O 8.394710 29.295913 -7.761413 -0.22 3.00 0.61
S 8.539633 30.771007 -7.774663 2.93 -0.63 -2.01
O 7.474721 31.693919 -8.098575 0.68 -1.12 1.31
O 9.382771 31.316485 -6.417468 -2.30 -1.03 -1.69
C 10.468315 30.506466 -5.971051 0.33 -0.78 -0.32
C 11.616150 31.445981 -5.840261 0.41 1.12 0.59
C 9.930093 31.118423 -9.083324 -1.17 -1.03 1.78
H 10.791517 29.702106 -6.631835 -0.41 0.24 -1.05
H 10.203540 29.845179 -5.146011 -0.29 0.92 0.84
H 11.982671 31.758279 -6.818125 0.70 -0.97 -0.22
H 12.328353 31.052173 -5.115149 0.41 0.20 -0.60
H 11.361304 32.461690 -5.537768 -0.68 -0.22 0.93
H 10.425945 32.066361 -8.874393 -0.56 0.12 -0.19
H 9.433327 31.003214 -10.046676 0.13 0.30 0.12
H 10.661134 30.323362 -8.936545 -0.07 -0.06 -0.19
```
Forces are in eV/Å.

Its structure (SMILES) is CCOS(C)(=O)=O.CCOS(C)(=O)=O.CCN(CC)CC.CCN(CC)CC.CCN(CC)CC.CCN(CC)CC.CCN(CC)CC.CCN(CC)CC.CCN(CC)CC. For the maximum force, the calculation gives 0.0701 Eh/bohr. The energy relative to the best compared isomer or geometry (same formula, charge and spin) comes out at 106.7 kcal/mol. The HOMO-LUMO gap comes out at 8.40 eV. Its LUMO energy is 0.38 eV.

Atom charges from the Mulliken analysis, given in e for atoms 1 to 99: -1.508, -0.257, 0.062, -1.040, -0.067, -0.902, -0.431, 0.367, 0.439, 0.303, 0.452, 0.292, 0.541, 0.160, 0.158, -0.219, 0.414, 0.381, 0.581, -0.384, 0.438, 0.367, -0.867, -0.498, 0.850, -0.830, -1.199, -0.138, -1.479, 0.250, 0.495, -0.079, 0.288, 0.348, 0.506, 0.273, 0.441, 0.442, 0.073, -0.489, 0.451, 0.456, 0.322, 0.395, -0.696, -0.805, 0.031, -0.658, -1.068, -0.424, -1.400, 0.329, 0.423, -0.121, 0.330, 0.510, 0.406, 0.358, 0.246, 0.330, 0.420, 0.325, 0.426, 0.329, 0.435, 0.328, -1.519, -0.429, 0.549, -0.532, -1.118, 1.351, -1.851, 0.412, 0.325, 0.363, 0.553, 0.222, 0.495, 0.100, 0.477, 0.425, -0.177, -0.487, -0.492, 0.387, 0.469, 0.430, -1.307, -0.427, -0.033, -0.237, -1.460, 0.363, -1.542, 0.296, 0.458, 0.292, 0.402

| no. | electronic energy (Eh) |
| --- | --- |
| 1 | -1408.283584 |
| 2 | -3532.252846 |